{"formula": "C43H107BaN6O15Zn", "method": "ωB97M-V with the def2-TZVPD basis set", "total_charge": 1, "largest_force_ev_per_a": 3.7, "e_lumo_ev": -6.6, "homo_lumo_gap_ev": 1.7, "energy_ha": -4963.147655, "symbols": ["Ba", "Zn", "C", "C", "O", "H", "H", "H", "H", "H", "C", "C", "O", "H", "H", "H", "H", "H", "C", "C", "C", "O", "H", "H", "H", "H", "H", "H", "H", "C", "O", "C", "C", "N", "C", "C", "O", "C", "H", "H", "H", "H", "H", "H", "H", "H", "H", "H", "H", "H", "H", "H", "H", "C", "O", "C", "C", "N", "C", "C", "O", "C", "H", "H", "H", "H", "H", "H", "H", "H", "H", "H", "H", "H", "H", "H", "H", "C", "O", "C", "C", "N", "C", "C", "O", "C", "H", "H", "H", "H", "H", "H", "H", "H", "H", "H", "H", "H", "H", "H", "H", "C", "O", "C", "C", "N", "C", "C", "O", "C", "H", "H", "H", "H", "H", "H", "H", "H", "H", "H", "H", "H", "H", "H", "H", "C", "O", "C", "C", "N", "C", "C", "O", "C", "H", "H", "H", "H", "H", "H", "H", "H", "H", "H", "H", "H", "H", "H", "H", "C", "O", "C", "C", "N", "C", "C", "O", "C", "H", "H", "H", "H", "H", "H", "H", "H", "H", "H", "H", "H", "H", "H", "H"], "xyz": [[-3.908116, -1.207319, 3.751829], [-3.329806, -3.690649, -1.635111], [-0.062826, -5.989229, -7.500331], [-1.408756, -5.358479, -7.051071], [-1.638796, -5.172869, -5.669131], [0.100904, -6.945259, -7.003041], [0.751324, -5.314659, -7.235361], [-0.091826, -6.220239, -8.565171], [-2.098336, -6.106669, -7.441951], [-1.532276, -4.491289, -7.699771], [-9.372386, -4.544279, 1.388479], [-8.824736, -3.291209, 0.703729], [-7.496716, -3.273329, 0.363329], [-10.363326, -4.369079, 1.807339], [-8.749466, -4.930829, 2.195109], [-9.447436, -5.456249, 0.796209], [-8.916696, -2.410299, 1.339049], [-9.439696, -2.862919, -0.087781], [-0.651366, 1.131371, -3.761581], [-0.242026, 0.594511, -2.429061], [0.879574, 1.337031, -1.806281], [-1.244776, 0.109301, -1.589511], [0.291034, 1.279611, -4.288841], [-1.107076, 2.121281, -3.738991], [-1.241026, 0.464951, -4.391091], [0.283014, -0.290879, -2.787541], [0.374154, 2.155821, -1.294201], [1.569714, 1.512101, -2.631611], [1.392064, 0.697191, -1.087901], [2.559144, 8.012411, 1.005769], [2.503504, 9.323781, 0.354309], [1.090664, 9.711731, 0.221609], [0.342214, 8.992661, -0.844101], [-0.945736, 9.633321, -1.030151], [-1.770436, 8.936651, -2.020271], [-3.353406, 9.115481, -1.915331], [-3.828806, 10.521291, -2.199511], [-3.407286, 11.455861, -1.267481], [2.201614, 8.149971, 2.026229], [3.607694, 7.746701, 1.140029], [2.055484, 7.212501, 0.463009], [0.968724, 10.771641, -0.001591], [0.611764, 9.776881, 1.198589], [0.181714, 7.942881, -0.598531], [0.835824, 8.964121, -1.815511], [-0.737826, 10.492421, -1.518831], [-1.561476, 7.882021, -1.840861], [-1.320086, 9.333341, -2.930191], [-3.727666, 8.824401, -0.933851], [-3.767206, 8.523141, -2.731431], [-2.482356, 11.898521, -1.637161], [-3.120306, 10.895411, -0.377731], [-3.995436, 12.330681, -0.990221], [10.619774, 4.832681, -2.249531], [9.953874, 3.648071, -2.266441], [9.020534, 3.650271, -3.315511], [8.263904, 2.281121, -3.394301], [9.185674, 1.164711, -3.561591], [8.450894, 0.034951, -4.261731], [7.208384, -0.555319, -3.621241], [7.382134, -1.543899, -2.531271], [6.158594, -2.147809, -2.128291], [11.082324, 5.021111, -3.218371], [11.466514, 4.902501, -1.566701], [10.003394, 5.703551, -2.026471], [9.422744, 3.920201, -4.291971], [8.321544, 4.486091, -3.285341], [7.586134, 2.419721, -4.236631], [7.588674, 2.075721, -2.563651], [10.098034, 1.410571, -3.918321], [9.153694, -0.797459, -4.226191], [8.307964, 0.155231, -5.335611], [6.745114, -1.015629, -4.493941], [6.699714, 0.350491, -3.291301], [5.376554, -1.393309, -2.043181], [6.180784, -2.599029, -1.136311], [5.759694, -2.835069, -2.874371], [-4.110666, 3.754111, 3.387319], [-3.203686, 3.405981, 4.422769], [-2.375036, 4.535981, 4.777979], [-1.149646, 4.178101, 5.629539], [-1.508546, 3.244791, 6.804379], [-2.250816, 3.952031, 7.822509], [-2.218296, 3.055991, 9.075449], [-0.907576, 2.933761, 9.666199], [-0.290526, 4.099381, 10.238109], [-4.551866, 4.728081, 3.599049], [-4.911946, 3.015211, 3.378569], [-3.643406, 3.623371, 2.411259], [-3.023616, 5.261581, 5.268839], [-2.003886, 5.066881, 3.901339], [-0.611136, 5.071421, 5.945889], [-0.421756, 3.717601, 4.961549], [-0.602306, 3.064371, 7.212159], [-3.273166, 4.066381, 7.462209], [-1.802716, 4.910051, 8.086139], [-2.634306, 2.106361, 8.738949], [-2.814596, 3.173611, 9.980259], [-1.014306, 4.815281, 10.627619], [0.388414, 4.640591, 9.579139], [0.317784, 3.662041, 11.029809], [-5.086316, -9.185309, 9.300509], [-4.827076, -7.869609, 8.872119], [-5.460046, -7.576759, 7.617039], [-5.356016, -6.046599, 7.312349], [-4.032416, -5.647789, 6.759479], [-3.151896, -5.525389, 7.901339], [-1.591986, -5.399819, 7.614339], [-1.397956, -4.321449, 6.660099], [-0.112236, -4.227359, 6.142249], [-6.033646, -9.195829, 9.839559], [-4.299906, -9.444829, 10.009239], [-4.916176, -9.944989, 8.537599], [-6.531486, -7.776539, 7.630749], [-5.057856, -8.201149, 6.819239], [-5.549576, -5.365969, 8.141429], [-6.213396, -5.821509, 6.678049], [-3.557096, -6.275009, 6.126419], [-3.405096, -6.360369, 8.554639], [-3.519476, -4.697999, 8.508289], [-1.369566, -6.372659, 7.175919], [-1.009516, -5.311659, 8.531429], [-0.023616, -3.402949, 5.434729], [-0.026906, -5.131739, 5.539829], [0.702344, -4.052159, 6.845009], [13.635284, -1.113969, 0.898089], [13.242254, -1.832149, 2.140699], [11.863584, -2.278659, 2.274339], [10.947284, -0.938969, 2.341029], [9.495354, -1.218799, 2.575199], [8.807274, 0.030961, 2.781119], [8.988564, 0.767211, 4.150489], [8.035194, 1.882511, 4.196209], [8.087144, 2.656991, 5.401999], [14.328334, -1.784919, 0.390539], [14.194824, -0.221269, 1.177509], [12.864994, -0.752969, 0.216589], [11.762194, -2.862799, 3.188999], [11.635424, -2.943639, 1.441359], [11.127984, -0.449009, 1.384269], [11.221254, -0.339969, 3.209499], [8.933594, -1.699679, 1.887249], [7.741734, -0.189059, 2.715399], [8.878584, 0.825911, 2.038779], [10.045074, 1.012641, 4.258409], [8.803304, -0.007639, 4.894389], [8.920684, 3.355571, 5.474789], [8.193364, 1.929501, 6.206719], [7.156274, 3.196741, 5.575939], [-7.912476, -2.776429, -9.850541], [-8.988246, -3.057929, -8.923941], [-8.942666, -4.241929, -8.066051], [-9.285526, -5.390009, -9.003231], [-10.588086, -5.161709, -9.648601], [-10.873126, -6.212989, -10.632781], [-9.796706, -6.544419, -11.757031], [-8.801336, -7.284609, -11.167331], [-7.512386, -7.014969, -11.730191], [-8.235776, -1.791629, -10.187801], [-8.002736, -3.445259, -10.706471], [-6.917486, -2.665999, -9.419381], [-9.815596, -4.378979, -7.427841], [-8.019486, -4.246759, -7.486561], [-9.122656, -6.374669, -8.565031], [-8.444156, -5.473429, -9.691151], [-10.762766, -4.225709, -9.985461], [-11.788806, -5.881109, -11.122161], [-11.048626, -7.145489, -10.096361], [-9.580026, -5.702009, -12.413911], [-10.155946, -7.255569, -12.500881], [-6.795266, -7.832369, -11.654861], [-7.024456, -6.242809, -11.135371], [-7.501956, -6.699959, -12.773621]], "forces_ev_per_angstrom": [[-0.122, -0.273, -0.290], [0.026, 0.086, 0.055], [0.070, -0.499, 0.965], [0.465, 0.392, 1.566], [0.689, -0.346, -2.962], [0.054, 0.056, 0.187], [0.054, -0.027, -0.220], [-0.026, 0.405, -0.045], [-0.847, -0.466, 0.206], [-0.467, 0.599, 0.430], [-0.167, -0.394, 0.107], [1.522, 0.053, 0.296], [-0.212, -0.322, 0.171], [-0.093, 0.115, -0.015], [0.329, 0.655, 0.299], [-0.091, 0.350, -0.774], [-0.425, 0.344, 1.122], [-0.478, -0.569, -0.851], [0.095, 0.877, -1.216], [-2.423, -2.078, 0.936], [0.048, -0.165, 0.706], [1.510, 0.917, -1.130], [-0.017, 0.055, -0.336], [-0.311, 0.018, 0.250], [-0.201, -0.058, 0.404], [0.260, -1.476, -0.057], [0.862, 0.659, -0.103], [0.138, 0.910, 0.450], [-0.073, 0.172, 0.197], [0.692, 1.530, 0.109], [-1.797, -0.935, 0.086], [1.521, 1.022, 0.462], [-0.721, -1.046, -0.419], [-0.715, 0.478, 0.699], [-0.756, 0.370, 0.821], [1.390, 2.443, -0.939], [-0.628, -2.352, -0.665], [2.104, -0.183, 0.953], [-0.521, -0.314, 0.028], [0.064, 0.103, -0.430], [-0.167, 0.167, -0.003], [1.068, 0.309, -0.523], [-0.236, -1.151, 0.251], [-0.153, -0.107, 0.221], [0.860, 0.122, 0.025], [0.045, 0.569, 0.623], [-0.214, -0.244, -0.612], [-0.916, -0.893, -0.989], [0.089, -0.106, 0.013], [-0.244, 0.052, 0.243], [0.371, 0.231, 0.036], [-0.073, 0.473, 0.511], [-1.058, -0.541, -0.503], [1.573, 1.981, -0.304], [-0.798, -1.063, -0.088], [-1.344, -1.122, 0.004], [1.223, 1.422, -0.189], [-2.517, -1.027, -0.222], [3.344, -1.023, 1.214], [0.145, 0.219, 0.453], [0.211, 1.054, -0.950], [-0.614, 1.055, -0.557], [0.023, 0.157, -0.432], [-0.224, -0.720, 0.415], [-0.474, 0.054, 0.050], [1.061, -0.703, -0.297], [-0.581, 0.093, 1.021], [-0.109, -0.123, -0.572], [0.329, 0.379, 0.457], [-0.272, -0.142, -0.350], [0.353, -0.182, -0.137], [-0.494, 0.683, -0.053], [-0.698, -0.241, 0.379], [-1.060, -0.559, 0.405], [-0.137, 0.395, 0.042], [0.758, -0.175, -0.207], [0.308, -0.420, -0.056], [0.073, -0.696, 0.399], [0.788, 0.183, 0.072], [-0.088, 0.152, 0.342], [-1.067, -1.435, 0.415], [1.294, 1.315, -2.040], [-0.351, -0.329, 1.268], [0.217, 0.030, 0.856], [0.222, -0.317, -1.284], [-0.336, -0.844, 0.075], [0.027, 0.126, -0.492], [-0.236, -0.036, 0.325], [0.167, 0.761, -0.169], [-0.082, 0.056, 0.350], [0.017, -0.206, -0.399], [-0.450, 0.434, 0.277], [-0.094, -0.677, 0.193], [0.227, -0.483, 0.217], [-0.099, 0.280, 0.241], [-0.140, 0.427, -0.161], [1.001, -0.628, -0.083], [-0.870, 1.445, -0.448], [-0.153, -0.096, 0.186], [-0.108, -0.130, -0.462], [-0.062, 0.415, 0.194], [0.937, -0.045, 0.908], [-0.334, 0.090, -1.206], [-0.299, 1.490, 1.084], [0.678, -1.231, -1.135], [-0.282, 1.095, -0.173], [1.089, 0.720, 1.317], [-2.524, -0.102, -0.911], [-0.964, 0.146, 1.651], [0.261, -0.592, -1.017], [-0.236, -0.537, -0.387], [-0.058, 0.246, 0.360], [-0.752, 0.085, -0.439], [-0.235, -0.365, 0.428], [0.338, 0.148, -0.191], [0.203, -0.563, 0.521], [0.355, 0.008, -0.774], [-0.808, -0.546, -0.314], [1.129, -0.325, 0.230], [0.316, 0.580, -0.121], [0.645, -0.021, -0.436], [-0.060, 0.390, -0.010], [-0.468, 0.261, -0.003], [1.102, -0.200, 0.014], [-0.092, -0.467, 0.382], [0.241, -0.848, 1.281], [-0.614, 0.548, -0.804], [0.141, 2.481, -0.214], [-0.463, -3.062, -0.425], [0.972, 1.035, 0.579], [-1.912, 1.393, 0.865], [-0.554, -0.723, -0.855], [1.166, -0.570, -0.028], [0.199, -1.284, 0.148], [-0.160, 0.053, -0.264], [0.002, -0.080, 0.326], [-0.434, -0.530, 0.238], [0.310, 0.219, 0.071], [-0.425, 0.186, -0.223], [-0.106, 0.527, 0.160], [0.531, -0.079, -0.372], [0.882, -0.329, -0.440], [-0.242, -0.131, 0.261], [0.807, -0.055, -0.636], [-0.065, 0.883, 0.142], [-0.419, 0.270, 0.555], [0.159, 0.019, -0.378], [0.013, 0.170, 0.457], [-0.047, -0.082, -0.475], [-1.873, 0.233, 0.515], [0.115, 0.101, 1.397], [-0.802, -0.215, -1.802], [1.879, 0.302, -0.683], [0.915, -1.739, 0.321], [0.259, 0.622, -0.985], [-2.698, -0.265, 0.154], [3.064, -0.179, -0.012], [0.496, 0.145, 0.703], [0.369, 0.071, -0.243], [0.592, -0.220, 0.016], [0.013, -0.490, 0.151], [-0.035, 1.684, 0.568], [0.069, -0.453, -0.193], [-1.144, -0.156, 0.567], [-0.018, 0.445, -0.798], [0.594, -0.030, 0.003], [-0.151, -0.381, -0.146], [-0.092, -0.052, -0.047], [0.907, 0.632, 0.678], [-1.305, 0.046, -0.155], [-0.615, -0.597, 0.110], [-0.063, 0.513, -0.043], [-0.474, -0.016, -0.074]], "lowdin_charge": [1.491, 0.157, -0.083, -0.364, -0.080, 0.071, 0.072, 0.074, 0.126, 0.097, -0.099, -0.463, -0.223, 0.063, 0.057, 0.065, 0.094, 0.106, -0.065, -0.622, -0.062, -0.117, 0.074, 0.086, 0.088, 0.156, 0.090, 0.085, 0.082, -0.093, -0.183, -0.212, -0.248, -0.099, -0.181, -0.109, -0.203, -0.162, 0.080, 0.083, 0.075, 0.119, 0.120, 0.107, 0.130, 0.094, 0.108, 0.123, 0.111, 0.111, 0.072, 0.073, 0.086, -0.166, -0.149, -0.229, -0.215, -0.042, -0.199, -0.193, -0.180, -0.129, 0.087, 0.092, 0.090, 0.116, 0.115, 0.108, 0.108, 0.107, 0.113, 0.112, 0.120, 0.099, 0.072, 0.083, 0.081, -0.114, -0.226, -0.221, -0.157, -0.052, -0.229, -0.199, -0.217, -0.094, 0.096, 0.068, 0.090, 0.116, 0.121, 0.115, 0.109, 0.093, 0.119, 0.112, 0.108, 0.121, 0.089, 0.078, 0.090, -0.109, -0.219, -0.190, -0.177, -0.077, -0.224, -0.146, -0.227, -0.138, 0.095, 0.088, 0.091, 0.115, 0.122, 0.117, 0.102, 0.101, 0.097, 0.110, 0.114, 0.124, 0.072, 0.092, 0.094, -0.075, -0.225, -0.161, -0.149, -0.069, -0.256, -0.191, -0.197, -0.110, 0.078, 0.079, 0.072, 0.109, 0.107, 0.096, 0.105, 0.104, 0.111, 0.114, 0.104, 0.115, 0.082, 0.076, 0.080, -0.083, -0.230, -0.170, -0.241, -0.037, -0.170, -0.247, -0.201, -0.095, 0.085, 0.072, 0.084, 0.115, 0.119, 0.127, 0.073, 0.106, 0.109, 0.112, 0.116, 0.115, 0.084, 0.070, 0.087]}